Entry from OMol25: C29H22BrIrN9S as an isolated structure (ωB97M-V/def2-TZVPD).

ORCA input file:
```
! wB97M-V def2-TZVPD RIJCOSX def2/J DEFGRID3
* xyz 3 1
Ir 0.711 -0.633 0.257
N -3.555 -2.092 -1.466
C -2.555 -1.896 -0.623
N -1.392 -1.381 -0.942
C -1.195 -1.026 -2.260
N -0.051 -0.540 -2.665
N 0.891 -0.408 -1.719
C 2.092 -0.149 -2.120
C 3.051 0.207 -1.102
C 4.331 0.650 -1.369
C 5.096 1.161 -0.327
C 4.536 1.242 0.937
C 3.255 0.758 1.147
N 2.539 0.217 0.158
C -2.248 -1.194 -3.237
C -2.102 -0.834 -4.585
C -3.145 -1.033 -5.459
C -4.349 -1.593 -5.013
C -4.515 -1.954 -3.692
C -3.458 -1.749 -2.814
H -4.408 -2.515 -1.128
H -2.729 -2.198 0.400
H 2.303 -0.099 -3.180
H 4.709 0.614 -2.381
H 6.102 1.513 -0.508
H 5.079 1.673 1.766
H 2.791 0.807 2.118
H -1.169 -0.407 -4.920
H -3.038 -0.758 -6.499
H -5.159 -1.746 -5.712
H -5.445 -2.389 -3.347
N -1.706 2.449 1.587
C -0.952 3.253 0.747
C -1.014 4.616 0.481
C -0.110 5.103 -0.437
C 0.816 4.258 -1.071
C 0.872 2.908 -0.802
C -0.031 2.403 0.135
N -0.246 1.111 0.626
C -1.268 1.188 1.488
C -1.810 0.051 2.220
C -2.808 0.033 3.152
S -3.035 -1.551 3.727
C -1.807 -2.100 2.678
N -1.248 -1.169 1.957
H -2.472 2.761 2.163
H -1.734 5.262 0.966
H -0.115 6.156 -0.681
H 1.497 4.684 -1.795
H 1.579 2.276 -1.316
H -3.402 0.850 3.534
H -1.516 -3.141 2.639
Br 1.875 -2.915 0.311
C 2.041 -2.442 2.168
C 2.687 -3.236 3.087
C 2.691 -2.760 4.394
C 2.057 -1.559 4.692
C 1.437 -0.854 3.677
N 1.438 -1.293 2.411
H 3.159 -4.168 2.810
H 3.183 -3.329 5.172
H 2.043 -1.175 5.702
H 0.925 0.083 3.863
*
```

Properties
* maximum force: 0.7 eV/Å
* E_LUMO: -9.254 eV
* gap between HOMO and LUMO: 6.9 eV
* energy relative to the best compared isomer or geometry (same formula, charge and spin): 28.2 kJ/mol
* calculated total energy: -127534.930 eV

Results of the Mulliken charge analysis, in e, for atoms 1 through 2: 1.614, 0.105



Entry from OMol25: C29H22Cl2GeO4S3Zr as an isolated structure (ωB97M-V/def2-TZVPD).

ORCA input file:
```
! wB97M-V def2-TZVPD RIJCOSX def2/J DEFGRID3
* xyz 0 1
Zr 0.979 -0.671 -0.646
S -3.406 -1.456 0.574
C -1.842 -1.248 0.177
S -0.842 -2.440 -0.605
S -0.971 0.252 0.561
Cl 2.801 1.469 6.085
C 2.500 0.629 4.596
C 1.802 -0.588 4.632
C 1.555 -1.285 3.478
Cl 0.704 -2.783 3.524
C 1.971 -0.787 2.219
O 1.734 -1.455 1.127
C 2.661 0.443 2.214
C 3.146 0.975 0.974
O 2.851 0.557 -0.153
C 2.938 1.137 3.408
H 1.455 -0.980 5.578
H 3.850 1.815 1.035
H 3.481 2.074 3.376
O 0.929 1.395 -1.651
C 0.724 0.813 -2.747
O 0.357 -0.416 -2.711
C 1.080 1.375 -4.080
C 2.373 0.665 -4.515
Ge 2.398 -1.317 -4.503
C 0.948 -2.235 -5.443
C 1.246 -2.778 -6.698
C 0.287 -3.469 -7.426
C -0.985 -3.644 -6.906
C -1.295 -3.122 -5.660
C -0.342 -2.420 -4.936
C 4.062 -1.784 -5.438
C 4.527 -1.044 -6.526
C 5.682 -1.410 -7.205
C 6.392 -2.532 -6.808
C 5.943 -3.286 -5.734
C 4.789 -2.914 -5.057
C 2.703 -2.056 -2.693
C 1.892 -3.074 -2.155
C 2.265 -3.748 -0.996
C 3.462 -3.435 -0.364
C 4.264 -2.421 -0.867
C 3.879 -1.731 -2.012
H 1.212 2.453 -4.008
H 0.274 1.147 -4.779
H 3.199 0.991 -3.875
H 2.627 0.974 -5.528
H 2.241 -2.668 -7.112
H 0.538 -3.878 -8.397
H -1.733 -4.188 -7.469
H -2.285 -3.260 -5.244
H -0.616 -2.018 -3.969
H 3.985 -0.168 -6.861
H 6.024 -0.820 -8.046
H 7.292 -2.820 -7.336
H 6.491 -4.167 -5.422
H 4.455 -3.518 -4.221
H 0.991 -3.374 -2.678
H 1.619 -4.517 -0.592
H 3.751 -3.963 0.536
H 5.188 -2.160 -0.366
H 4.529 -0.955 -2.402
*
```

Properties
* maximum force: 0.5 eV/Å
* E_LUMO: -1.151 eV
* gap between HOMO and LUMO: 6.6 eV
* energy relative to the best compared isomer or geometry (same formula, charge and spin): 17.8 kJ/mol
* calculated total energy: -153971.882 eV

Results of the Mulliken charge analysis, in e, for atoms 1 through 2: 0.110, -0.220



Entry from OMol25: a 2-piece molecular cluster, C29H22F6NO overall in a non-equilibrium geometry (ωB97M-V/def2-TZVPD).

ORCA input file:
```
! wB97M-V def2-TZVPD RIJCOSX def2/J DEFGRID3
* xyz 1 1
C -1.781 1.494 4.834
C -2.187 0.190 4.191
N -1.212 -0.320 3.354
C -1.384 -1.415 2.503
C -0.623 -1.357 1.230
C 0.130 -0.221 0.891
C 1.000 -0.192 -0.228
C 1.044 -1.334 -1.110
C 1.961 -1.330 -2.186
C 2.824 -0.260 -2.387
C 2.766 0.867 -1.536
C 1.857 0.906 -0.489
C 0.176 -2.419 -0.833
C -0.626 -2.435 0.297
C -2.190 -2.466 2.870
O -3.274 -0.348 4.373
H -0.760 1.450 5.230
H -1.851 2.308 4.100
H -2.477 1.700 5.648
H -0.383 0.255 3.279
H 0.072 0.692 1.486
H 1.983 -2.198 -2.848
H 3.546 -0.283 -3.204
H 3.442 1.706 -1.705
H 1.792 1.775 0.169
H 0.159 -3.265 -1.523
H -1.268 -3.291 0.483
H -2.368 -3.233 2.124
H -2.678 -2.432 3.835
F -0.996 -6.850 -1.243
C -2.249 -6.337 -1.078
F -2.314 -5.200 -1.852
F -3.127 -7.237 -1.622
C -2.576 -6.022 0.350
C -3.832 -5.482 0.630
C -4.129 -5.106 1.923
C -3.170 -5.261 2.967
C -3.347 -4.584 4.214
C -3.015 -5.205 5.465
C -2.506 -6.538 5.587
C -2.206 -7.093 6.819
C -2.445 -6.360 7.979
C -2.116 -6.999 9.297
F -2.312 -6.167 10.358
F -2.879 -8.119 9.519
F -0.804 -7.403 9.340
C -2.977 -5.072 7.921
C -3.248 -4.505 6.687
C -1.928 -5.875 2.651
C -1.630 -6.237 1.349
H -4.561 -5.351 -0.168
H -5.095 -4.653 2.155
H -4.082 -3.778 4.278
H -2.362 -7.154 4.700
H -1.796 -8.100 6.887
H -3.174 -4.526 8.840
H -3.660 -3.495 6.640
H -1.167 -5.992 3.424
H -0.666 -6.675 1.107
*
```

Properties
* maximum force: 3.0 eV/Å
* E_LUMO: -6.396 eV
* gap between HOMO and LUMO: 4.0 eV
* calculated total energy: -50265.779 eV

Results of the Mulliken charge analysis, in e, for atoms 1 through 2: -1.305, 0.679



Entry from OMol25: C29H22N7OPRhS4 as an isolated structure (ωB97M-V/def2-TZVPD).

ORCA input file:
```
! wB97M-V def2-TZVPD RIJCOSX def2/J DEFGRID3
* xyz 1 1
Rh 0.065 0.034 0.031
O 2.220 -1.877 -0.726
N 1.111 -1.815 0.105
C 1.368 -2.469 1.177
C 0.417 -2.827 2.230
C 0.726 -4.034 2.863
C -0.139 -4.601 3.781
C -1.327 -3.956 4.085
C -1.624 -2.738 3.493
C -0.762 -2.149 2.573
P -1.110 -0.465 1.973
C -0.943 0.551 3.473
C -1.922 0.483 4.470
C -1.795 1.227 5.629
C -0.691 2.052 5.811
C 0.285 2.122 4.833
C 0.158 1.377 3.668
C -2.894 -0.452 1.639
C -3.529 -1.578 1.117
C -4.872 -1.530 0.779
C -5.589 -0.353 0.949
C -4.960 0.776 1.454
C -3.617 0.729 1.796
H 1.906 -1.589 -1.601
H 2.357 -2.917 1.233
H 1.651 -4.539 2.613
H 0.112 -5.541 4.253
H -2.018 -4.389 4.796
H -2.549 -2.242 3.754
H -2.798 -0.138 4.341
H -2.561 1.167 6.390
H -0.596 2.637 6.717
H 1.153 2.754 4.970
H 0.939 1.437 2.927
H -2.978 -2.504 0.989
H -5.360 -2.413 0.387
H -6.641 -0.319 0.695
H -5.517 1.694 1.591
H -3.134 1.616 2.191
N 0.251 3.450 0.979
C -0.809 3.020 0.291
N -0.982 1.790 -0.164
C -2.179 1.681 -0.879
C -2.910 2.805 -0.941
S -2.116 4.081 -0.099
C -2.477 0.378 -1.453
C -3.534 -0.014 -2.188
S -3.383 -1.683 -2.594
C -1.890 -1.758 -1.733
N -1.536 -0.611 -1.207
N -1.154 -2.888 -1.658
H 1.074 2.853 1.010
H 0.365 4.434 1.152
H -3.855 2.962 -1.431
H -4.375 0.567 -2.527
H -1.546 -3.756 -1.978
H -0.438 -2.936 -0.949
S 1.362 0.761 -1.861
C 2.669 0.960 -0.728
S 2.071 0.863 0.900
C 4.004 1.092 -1.015
C 4.423 1.891 -2.120
N 4.741 2.605 -2.964
C 4.946 0.435 -0.167
N 5.649 -0.120 0.555
*
```

Properties
* maximum force: 0.9 eV/Å
* E_LUMO: -3.729 eV
* gap between HOMO and LUMO: 6.5 eV
* energy relative to the best compared isomer or geometry (same formula, charge and spin): 81.9 kJ/mol
* calculated total energy: -98541.722 eV

Results of the Mulliken charge analysis, in e, for atoms 1 through 2: -0.604, -0.456



Entry from OMol25: a 2-piece molecular cluster, C29H22O4S overall in a non-equilibrium geometry (ωB97M-V/def2-TZVPD).

ORCA input file:
```
! wB97M-V def2-TZVPD RIJCOSX def2/J DEFGRID3
* xyz 0 1
C -3.065 -0.243 -6.689
C -3.684 0.022 -5.458
C -2.968 -0.103 -4.268
C -1.612 -0.472 -4.299
S -0.689 -0.814 -2.740
C -0.711 0.457 -1.437
C -1.762 0.474 -0.352
O -2.672 1.329 -0.274
C -1.625 -0.567 0.766
C -0.782 -1.659 0.636
C -0.655 -2.691 1.580
C -1.419 -2.615 2.732
C -2.285 -1.513 2.924
C -2.380 -0.500 1.968
O -1.369 -1.999 -2.228
O 0.710 -0.901 -3.171
C -1.014 -0.795 -5.526
C -1.742 -0.691 -6.717
H -3.614 -0.112 -7.623
H -4.724 0.356 -5.438
H -3.446 0.119 -3.313
H -0.802 1.409 -1.987
H -0.171 -1.765 -0.241
H 0.014 -3.551 1.437
H -1.419 -3.430 3.471
H -2.889 -1.428 3.834
H -3.035 0.366 2.120
H 0.026 -1.111 -5.549
H -1.248 -0.930 -7.663
C 4.663 -1.759 4.428
C 4.684 -2.072 3.072
C 3.717 -1.560 2.195
C 2.704 -0.700 2.654
C 1.922 0.069 1.673
O 1.320 1.115 2.302
C 0.659 2.121 1.613
C 0.537 2.107 0.215
C -0.074 3.250 -0.370
C -0.506 4.278 0.462
C -0.321 4.263 1.853
C 0.274 3.173 2.439
C 1.063 0.947 -0.465
C 1.763 -0.043 0.293
C 2.639 -0.456 4.065
C 3.637 -0.935 4.910
H 5.487 -2.058 5.082
H 5.505 -2.669 2.674
H 3.716 -1.790 1.133
H -0.081 3.330 -1.469
H -1.027 5.112 0.007
H -0.698 5.062 2.480
H 0.540 3.128 3.493
H 1.327 0.956 -1.540
H 2.112 -0.988 -0.158
H 1.810 0.109 4.504
H 3.661 -0.632 5.958
*
```

Properties
* maximum force: 3.4 eV/Å
* E_LUMO: -0.621 eV
* gap between HOMO and LUMO: 7.3 eV
* calculated total energy: -49451.934 eV

Results of the Mulliken charge analysis, in e, for atoms 1 through 2: -0.382, -0.552



Entry from OMol25: C29H23BeF12N6O2Te as an isolated structure (ωB97M-V/def2-TZVPD).

ORCA input file:
```
! wB97M-V def2-TZVPD RIJCOSX def2/J DEFGRID3
* xyz -1 1
Be 0.191 -0.491 1.569
C 5.514 0.057 -2.251
C 4.129 -0.278 -1.790
C 3.490 -1.416 -2.071
C 2.206 -1.795 -1.502
C 1.662 -1.183 -0.421
N 0.531 -1.460 0.311
C -0.121 -2.695 0.367
C 0.398 -3.860 -0.219
C -0.273 -5.069 -0.215
C -1.518 -5.193 0.377
C -2.300 -6.478 0.348
C -2.000 -4.076 1.044
C -1.327 -2.860 1.107
C -1.917 -1.765 2.023
O -1.140 -0.656 2.218
C -3.294 -1.307 1.468
F -3.718 -0.178 2.042
F -3.227 -1.086 0.147
F -4.273 -2.219 1.647
C -2.104 -2.313 3.474
F -2.591 -1.359 4.280
F -0.914 -2.688 3.955
F -2.925 -3.373 3.618
C 2.339 0.111 0.065
C 3.362 0.682 -0.952
C 2.585 0.055 1.608
O 1.384 0.262 2.231
C 3.613 1.113 2.140
F 3.666 1.132 3.472
F 3.319 2.365 1.770
F 4.863 0.876 1.689
C 3.234 -1.333 1.992
F 3.711 -1.343 3.244
F 2.398 -2.366 1.924
F 4.265 -1.606 1.166
H 5.795 -0.555 -3.109
H 6.255 -0.111 -1.463
H 5.606 1.105 -2.552
H 3.960 -2.138 -2.735
H 1.696 -2.616 -1.977
H 1.379 -3.832 -0.658
H 0.191 -5.928 -0.690
H -1.726 -7.271 -0.135
H -3.238 -6.369 -0.202
H -2.552 -6.815 1.356
H -2.946 -4.171 1.556
H 3.979 1.440 -0.464
N 3.355 3.216 -2.453
N 2.156 2.745 -1.906
N 1.888 3.394 -0.665
C 1.451 2.502 0.122
N 1.385 1.199 -0.407
N 2.167 1.293 -1.643
H 4.163 2.852 -1.947
H 3.387 2.882 -3.409
H 1.068 2.700 1.109
C -1.577 3.584 -0.881
Te -1.802 1.465 -1.131
C -3.894 1.876 -0.870
C -4.069 3.356 -1.097
C -5.329 3.917 -1.290
C -5.478 5.279 -1.503
C -4.357 6.099 -1.522
C -3.099 5.549 -1.324
C -2.942 4.181 -1.112
H -0.839 3.963 -1.584
H -1.234 3.800 0.130
H -4.187 1.586 0.138
H -4.482 1.297 -1.580
H -6.201 3.272 -1.277
H -6.464 5.699 -1.661
H -4.461 7.163 -1.696
H -2.222 6.185 -1.341
*
```

Properties
* maximum force: 0.3 eV/Å
* E_LUMO: 2.525 eV
* gap between HOMO and LUMO: 7.0 eV
* energy relative to the best compared isomer or geometry (same formula, charge and spin): 334.4 kJ/mol
* calculated total energy: -83789.937 eV

Results of the Mulliken charge analysis, in e, for atoms 1 through 2: -0.671, -1.427



Entry from OMol25: C29H23BrFN4O3Se2Tl as an isolated structure (ωB97M-V/def2-TZVPD).

ORCA input file:
```
! wB97M-V def2-TZVPD RIJCOSX def2/J DEFGRID3
* xyz 0 1
Tl -0.421 1.277 2.006
C 2.700 -4.310 -2.938
C 1.176 -4.192 -2.907
C 0.542 -4.267 -4.289
C 0.938 -3.062 -5.134
C 0.696 -1.774 -4.386
C 0.521 -0.590 -5.066
C 0.323 0.596 -4.368
F 0.135 1.728 -5.076
C 0.318 0.638 -3.006
C 0.488 -0.552 -2.290
C 0.519 -0.495 -0.814
O 0.541 0.608 -0.248
C 0.568 -1.771 -0.154
C 0.716 -2.895 -0.901
N 0.787 -2.935 -2.249
C 0.659 -1.761 -2.976
C 0.518 -1.971 1.360
O 1.113 -2.960 1.798
O -0.158 -1.122 2.025
H 3.001 -5.237 -3.432
H 3.093 -4.315 -1.920
H 3.147 -3.467 -3.468
H 0.778 -4.999 -2.294
H -0.544 -4.298 -4.183
H 0.859 -5.193 -4.769
H 0.375 -3.051 -6.067
H 1.996 -3.131 -5.403
H 0.537 -0.576 -6.150
H 0.192 1.562 -2.456
H 0.804 -3.848 -0.392
Se 1.594 4.147 4.570
Se 2.183 4.182 2.327
C 2.996 2.438 2.116
C 4.256 2.398 1.532
C 4.847 1.158 1.346
C 4.177 0.019 1.761
C 2.930 0.164 2.347
N 2.349 1.356 2.514
C -0.329 4.353 4.469
C -0.874 5.580 4.107
C -2.252 5.716 4.135
C -3.027 4.637 4.532
C -2.386 3.458 4.880
N -1.060 3.314 4.851
H 4.753 3.313 1.242
H 5.829 1.087 0.895
H 4.603 -0.966 1.627
H 2.359 -0.698 2.679
H -0.232 6.397 3.811
H -2.716 6.658 3.869
H -4.106 4.710 4.571
H -2.949 2.588 5.203
Br -7.454 -0.565 1.175
C -5.603 -0.194 1.045
C -5.174 0.889 0.300
C -3.811 1.135 0.259
N -2.913 0.387 0.897
C -3.346 -0.666 1.591
C -4.689 -0.999 1.698
H -5.873 1.519 -0.232
H -3.420 1.973 -0.310
H -2.573 -1.261 2.071
H -5.005 -1.859 2.272
*
```

Properties
* maximum force: 0.3 eV/Å
* E_LUMO: 0.016 eV
* gap between HOMO and LUMO: 8.0 eV
* energy relative to the best compared isomer or geometry (same formula, charge and spin): 0.0 kJ/mol
* calculated total energy: -250697.201 eV

Results of the Mulliken charge analysis, in e, for atoms 1 through 2: 0.863, -1.386